1.
The following is a quantum chemistry calculation of a structure of composition C30H45F5P2Re, from the Open Molecules 2025 dataset.

Kohn-Sham gap (spin up / spin down) ... 6.769 / 4.830 eV
2S+1 ... 4
Strongest force on any atom ... 0.142 hartree/bohr
Energy relative to the best compared isomer or geometry (same formula, charge and spin) ... 0.00 kJ/mol
Charge ... +2

Last column: Mulliken spin population.
Cartesian coordinates (Å):
Re -0.259 -0.209 0.456  1.65
C -0.715 -2.027 1.422  -0.11
C 0.658 -1.679 1.738  0.12
C -0.677 0.086 2.464  -0.10
C -1.555 -0.959 1.922  0.05
C 0.691 -0.365 2.362  0.02
C -1.173 -3.409 1.057  0.02
H -0.492 -3.915 0.388  0.00
H -2.151 -3.418 0.596  0.00
H -1.246 -4.023 1.950  0.00
C -3.026 -1.040 2.206  0.02
H -3.450 -1.917 1.746  0.00
H -3.519 -0.155 1.827  0.01
H -3.187 -1.094 3.281  0.00
C -1.110 1.250 3.277  0.08
H -1.089 1.034 4.329  0.00
H -2.116 1.494 3.011  -0.03
H -0.491 2.109 3.096  -0.01
C 1.746 0.183 3.282  0.02
H 1.632 -0.301 4.251  0.00
H 1.610 1.244 3.465  0.00
H 2.768 0.027 2.957  0.00
C 1.647 -2.776 2.000  0.05
H 1.279 -3.334 2.868  -0.01
H 2.648 -2.414 2.219  0.00
H 1.709 -3.488 1.177  0.00
C 2.322 -1.066 -2.316  0.01
C 2.293 -2.226 -1.642  0.02
C 3.507 -3.140 -1.563  0.01
C 4.646 -2.609 -0.625  0.00
C 4.410 -1.243 0.023  0.00
C 4.476 -0.117 -0.693  0.00
C 4.744 -0.132 -2.198  0.00
C 3.556 -0.615 -3.094  0.01
H 3.931 -3.306 -2.573  0.00
H 5.554 -2.530 -1.247  0.00
H 3.177 -4.128 -1.199  0.00
H 3.920 -1.428 -3.751  0.00
H 1.521 -0.329 -2.285  0.02
H 1.448 -2.556 -1.039  -0.02
H 3.255 0.219 -3.751  0.00
H 5.046 0.887 -2.502  0.00
H 4.430 0.867 -0.228  0.00
H 5.601 -0.799 -2.397  0.00
H 4.856 -3.359 0.161  0.00
H 4.269 -1.236 1.102  0.00
P -1.818 -0.874 -1.607  0.02
C -3.530 -1.284 -1.023  0.01
H -4.108 -1.411 -1.941  0.00
H -3.950 -0.469 -0.440  -0.01
H -3.555 -2.182 -0.418  0.00
C -2.081 0.237 -3.025  0.01
H -2.915 -0.190 -3.583  0.00
H -1.199 0.324 -3.645  0.00
H -2.354 1.225 -2.680  0.00
C -1.568 -2.469 -2.499  0.00
H -0.705 -2.407 -3.159  0.00
H -2.474 -2.628 -3.085  0.00
H -1.444 -3.300 -1.806  0.00
P 0.653 2.185 -0.148  -0.01
C 1.808 2.821 1.169  0.01
H 2.358 3.632 0.694  0.00
H 2.495 2.082 1.583  0.00
H 1.203 3.249 1.971  0.00
C 1.160 2.784 -1.812  0.01
H 2.200 2.548 -2.030  0.00
H 1.009 3.863 -1.800  0.00
H 0.504 2.365 -2.576  0.00
C -0.435 3.626 0.113  0.05
H 0.201 4.508 0.113  0.00
H -0.885 3.533 1.088  0.00
H -1.200 3.650 -0.659  0.01
F -2.185 3.272 2.325  0.02
C -3.064 2.854 1.342  0.13
C -2.870 1.893 0.340  0.39
C -3.838 1.865 -0.657  0.23
F -3.993 1.054 -1.745  0.03
C -4.933 2.711 -0.656  0.13
F -5.829 2.589 -1.623  0.01
C -5.107 3.611 0.351  -0.04
F -6.173 4.408 0.352  0.00
C -4.181 3.680 1.346  0.14
F -4.291 4.591 2.299  0.01


2.
The following is a quantum chemistry calculation of a structure of composition C30H45HfNO2P2, from the Open Molecules 2025 dataset.

Kohn-Sham gap ... 3.719 eV
2S+1 ... 1
Strongest force on any atom ... 0.186 hartree/bohr
Energy relative to the best compared isomer or geometry (same formula, charge and spin) ... 0.00 kJ/mol
Charge ... +2

Last column: Löwdin charge in e.
Cartesian coordinates (Å):
P 1.838 3.258 -1.154  0.74
P 3.855 0.888 -1.720  0.78
C 3.606 3.702 -1.489  -0.34
C 4.332 2.617 -2.301  -0.35
H 4.081 3.876 -0.513  0.10
H 3.584 4.659 -2.023  0.10
H 4.129 2.695 -3.374  0.10
H 5.423 2.725 -2.193  0.10
C 5.302 0.791 -0.595  -0.22
H 5.389 -0.178 -0.084  0.06
H 5.276 1.564 0.172  0.04
H 6.218 0.924 -1.187  0.08
C 4.384 -0.578 -2.685  -0.22
H 5.443 -0.509 -2.961  0.08
H 3.758 -0.718 -3.575  0.06
H 4.248 -1.463 -2.045  0.07
C 1.425 3.872 0.517  -0.20
H 0.378 3.601 0.729  0.07
H 1.553 4.961 0.581  0.08
H 2.052 3.367 1.276  0.04
C 1.023 4.294 -2.409  -0.20
H 0.876 3.680 -3.300  0.03
H 1.645 5.142 -2.707  0.07
H 0.044 4.640 -2.059  0.08
Hf 1.452 0.926 -1.444  1.40
C 4.561 -0.849 2.316  -0.11
C 5.507 0.041 2.682  -0.12
C 5.376 1.477 3.033  -0.21
C 4.687 1.814 4.387  -0.16
C 3.191 1.986 4.310  -0.09
C 2.314 1.430 3.460  -0.11
C 2.549 0.796 2.114  -0.23
C 3.076 -0.647 2.166  -0.18
C 0.015 1.067 -3.054  -0.25
H 4.882 -1.866 2.109  0.11
H 6.551 -0.315 2.700  0.12
H 4.885 2.082 2.255  0.08
H 6.413 1.843 3.116  0.12
H 4.946 1.049 5.148  0.14
H 5.113 2.771 4.755  0.12
H 2.787 2.626 5.119  0.12
H 1.250 1.441 3.746  0.11
H 3.192 1.428 1.478  0.07
H 1.542 0.770 1.633  0.08
H 2.539 -1.178 2.971  0.13
H 2.782 -1.165 1.230  0.08
H -0.346 0.074 -3.376  0.04
H 0.227 1.644 -3.963  0.01
H -0.855 1.547 -2.566  0.03
C -3.676 -3.990 -3.650  -0.05
C -4.013 -2.755 -2.855  -0.24
C -4.982 -1.902 -3.377  -0.05
C -5.324 -0.721 -2.709  -0.08
C -4.663 -0.381 -1.541  -0.04
C -3.652 -1.215 -1.013  -0.20
N -2.931 -0.741 0.082  0.09
C -2.124 -1.423 1.027  -0.20
C -2.653 -1.951 2.205  0.02
C -1.844 -2.674 3.084  -0.03
C -0.525 -3.005 2.778  -0.04
C 0.047 -2.478 1.634  -0.01
C -0.720 -1.612 0.854  -0.13
C 0.006 -0.744 -0.035  -0.51
O -0.243 0.534 -0.036  -0.12
O 1.009 -1.137 -0.779  -0.13
C -3.391 -2.464 -1.632  -0.17
C -2.449 -3.447 -1.027  -0.03
H -2.594 -4.141 -3.757  0.08
H -4.100 -4.903 -3.209  0.10
H -4.095 -3.895 -4.657  0.08
H -5.456 -2.176 -4.319  0.11
H -6.100 -0.079 -3.126  0.11
H -4.921 0.538 -1.009  0.11
H -3.224 0.185 0.397  0.15
H -3.715 -1.786 2.392  0.14
H -2.274 -3.013 4.024  0.12
H 0.088 -3.653 3.416  0.13
H 1.084 -2.672 1.310  0.13
H -1.406 -3.104 -1.089  0.08
H -2.688 -3.660 0.024  0.09
H -2.512 -4.397 -1.569  0.08


3.
The following is a quantum chemistry calculation of a structure of composition C30H45N4O4PTi, from the Open Molecules 2025 dataset.

Kohn-Sham gap ... 8.117 eV
2S+1 ... 1
Strongest force on any atom ... 0.006 hartree/bohr
Charge ... +2

Last column: Löwdin charge in e.
Cartesian coordinates (Å):
Ti -0.935 -0.728 1.050  1.17
O -0.717 2.325 3.612  0.19
C -0.520 1.608 2.685  -0.48
O -1.384 0.698 2.192  -0.14
C 0.726 1.633 1.818  -0.15
C 1.720 2.590 1.766  0.06
C 2.604 2.538 0.688  0.02
C 2.421 1.612 -0.338  0.05
C 1.406 0.687 -0.191  -0.17
N 0.666 0.673 0.908  0.07
C 0.804 -0.230 -1.233  -0.52
O 1.222 -0.331 -2.349  0.15
O -0.308 -0.800 -0.768  -0.16
H 1.773 3.365 2.517  0.14
H 3.400 3.267 0.615  0.13
H 3.028 1.620 -1.233  0.14
C -0.154 -2.909 1.112  -0.03
C -1.556 -2.915 1.247  -0.15
C -1.864 -2.263 2.525  -0.14
C -0.630 -1.865 3.065  -0.03
C 0.441 -2.236 2.210  -0.20
C 1.912 -2.245 2.572  -0.53
C 2.153 -3.638 3.188  -0.01
C 2.244 -1.178 3.615  -0.02
C 2.818 -2.086 1.349  -0.01
C -3.159 -2.064 3.330  -0.51
C -4.320 -1.442 2.545  -0.03
C -2.907 -1.140 4.532  -0.04
C -3.553 -3.439 3.901  -0.01
C -2.488 -3.334 0.112  -0.50
C -1.701 -4.035 -1.004  -0.03
C -3.091 -2.036 -0.490  -0.04
C -3.578 -4.307 0.573  -0.02
H 0.385 -3.305 0.268  0.13
H -0.514 -1.325 3.990  0.13
H 1.492 -3.815 4.038  0.10
H 3.183 -3.707 3.538  0.10
H 1.989 -4.428 2.453  0.10
H 1.710 -1.344 4.552  0.10
H 2.013 -0.173 3.258  0.07
H 3.310 -1.209 3.841  0.10
H 2.536 -2.752 0.533  0.09
H 3.843 -2.334 1.626  0.10
H 2.824 -1.060 0.981  0.07
H -4.066 -0.432 2.206  0.09
H -5.175 -1.343 3.214  0.10
H -4.647 -2.031 1.693  0.06
H -2.553 -0.153 4.233  0.08
H -2.203 -1.573 5.244  0.10
H -3.847 -1.009 5.066  0.10
H -3.771 -4.174 3.132  0.06
H -4.441 -3.325 4.524  0.10
H -2.752 -3.831 4.528  0.10
H -0.929 -3.394 -1.431  0.08
H -2.389 -4.300 -1.807  0.10
H -1.242 -4.957 -0.645  0.11
H -2.453 -1.660 -1.289  0.07
H -3.241 -1.237 0.260  0.06
H -4.086 -2.214 -0.901  0.11
H -3.133 -5.166 1.076  0.11
H -4.114 -4.677 -0.302  0.10
H -4.308 -3.858 1.238  0.06
C -3.871 3.819 -3.818  -0.10
N -3.845 2.278 -3.821  -0.07
C -2.819 1.829 -4.877  -0.10
N -1.553 2.403 -4.618  -0.14
C -1.641 3.861 -4.607  -0.14
N -2.573 4.339 -3.588  -0.15
C -2.090 4.094 -2.227  -0.31
P -1.831 2.291 -1.842  1.06
C -3.505 1.737 -2.463  -0.27
C -0.917 1.868 -3.414  -0.31
H -4.574 4.125 -3.045  0.15
H -4.242 4.114 -4.800  0.15
H -4.767 1.937 -4.096  0.18
H -3.212 2.164 -5.837  0.15
H -2.784 0.740 -4.845  0.15
H -1.982 4.203 -5.585  0.14
H -0.655 4.281 -4.419  0.14
H -2.790 4.524 -1.509  0.10
H -1.143 4.620 -2.092  0.10
H -4.282 2.065 -1.770  0.10
H -3.542 0.648 -2.522  0.09
H -0.813 0.785 -3.502  0.09
H 0.098 2.264 -3.348  0.10


Question: Which formula does entry 2 have?
Answer: C30H45HfNO2P2